[1]
Below is one molecule with the formula C5H10O2, with properties calculated with wB97M-V/def2-TZVPD.

## Properties
HOMO-LUMO gap (Ha): 0.4042
Relative energy (zero: lowest compared OMol25 entry of this formula, charge and spin) (eV): 1.3290
Energy (Ha): -346.9766
SMILES: CC[C@@H](O)CC=O
Spin multiplicity: 1

CARTESIAN COORDINATES (ANGSTROEM)
O 0.31 -1.25 -0.13
O 2.76 -0.82 0.77
C 1.29 0.96 -0.03
C -2.32 -0.56 -0.43
C 2.61 0.28 0.27
C 0.03 0.08 0.22
C -1.21 0.48 -0.59
H -0.23 0.16 1.29
H -1.57 1.47 -0.29
H 1.12 -1.50 0.34
H -0.93 0.55 -1.65
H 3.53 0.86 0.02
H -1.92 -1.56 -0.62
H 1.33 1.30 -1.08
H -3.15 -0.38 -1.13
H 1.27 1.88 0.57
H -2.74 -0.56 0.58

Atomic partial charges in e from the natural (NBO) method, atoms 1 to 4:
1. O -0.74
2. O -0.55
3. C -0.54
4. C -0.61


[2]
Below is a 4-piece molecular cluster, C8H26N2O4 overall, with properties calculated with wB97M-V/def2-TZVPD.

## Properties
HOMO-LUMO gap (Ha): 0.3466
Relative energy (zero: lowest compared OMol25 entry of this formula, charge and spin) (eV): 0.4386
Energy (Ha): -730.8374
SMILES: COC[C@H](C)N.COC[C@H](C)N.O.O
Spin multiplicity: 1

CARTESIAN COORDINATES (ANGSTROEM)
O 0.12 -2.53 2.03
O 0.61 -5.82 2.19
O -1.95 -0.27 -1.19
O 1.21 1.53 0.61
N 2.48 -0.88 1.09
N -1.46 2.18 -3.84
C -1.37 0.29 -2.33
C 2.19 0.05 2.19
C -2.07 1.59 -2.65
C 0.14 2.36 0.23
C 1.01 0.95 1.88
C 3.46 0.85 2.51
C -3.56 1.40 -2.86
C -1.15 -1.28 -0.62
H 0.09 0.34 1.87
H 1.95 -0.56 3.06
H -0.79 1.78 0.12
H 1.55 -5.78 2.40
H -1.43 -0.39 -3.20
H 0.53 -6.52 1.54
H 0.33 -3.47 1.99
H 0.42 -2.25 2.90
H -0.25 -0.83 -0.20
H 3.84 1.31 1.61
H -1.77 3.14 -3.95
H 4.22 0.17 2.90
H 0.38 2.80 -0.73
H 2.59 -0.34 0.24
H -1.94 2.21 -1.74
H 0.88 1.73 2.65
H -0.45 2.22 -3.73
H -3.74 0.67 -3.66
H -0.30 0.51 -2.15
H -0.91 -2.04 -1.37
H -0.03 3.16 0.96
H -4.03 2.35 -3.14
H -4.04 1.02 -1.96
H -1.73 -1.78 0.15
H 1.68 -1.49 0.95
H 3.27 1.60 3.28

Atomic partial charges in e from the natural (NBO) method, atoms 1 to 4:
1. O -0.96
2. O -0.95
3. O -0.55
4. O -0.56


[3]
Below is one molecule with the formula C2H4F2OS in a non-equilibrium geometry, with properties calculated with wB97M-V/def2-TZVPD.

## Properties
⟨S²⟩: 2.005
HOMO-LUMO gap (spin up / spin down) (Ha): 0.2372 / 0.3080
Relative energy (zero: lowest compared OMol25 entry of this formula, charge and spin) (eV): 2.6032
Energy (Ha): -751.5176
Spin multiplicity: 3

CARTESIAN COORDINATES (ANGSTROEM)
S 0.15 -0.79 -0.46
F 1.27 1.36 0.58
F 2.65 0.01 -0.52
O -0.26 -1.56 0.93
C -1.21 0.43 -0.61
C 1.62 0.05 0.41
H -1.94 0.09 -0.02
H 0.59 -1.39 1.58
H -1.78 0.36 -1.63
H -1.11 1.45 -0.25

Atomic partial charges in e from the natural (NBO) method, atoms 1 to 4:
1. S 0.77
2. F -0.35
3. F -0.35
4. O -0.93


[4]
Below is a 2-piece molecular cluster, C20H41Br2ClINO8P3S overall in a non-equilibrium geometry, with properties calculated with wB97M-V/def2-TZVPD.

## Properties
Total charge: +1
HOMO-LUMO gap (Ha): 0.2958
Energy (Ha): -8771.3179
Spin multiplicity: 1

CARTESIAN COORDINATES (ANGSTROEM)
I -4.39 -1.59 5.55
Br -2.01 -2.83 0.80
Br 0.91 1.61 0.75
Cl 3.89 0.54 2.55
S -2.06 -0.31 -1.06
P 1.18 -2.93 -0.04
P -1.48 0.32 3.90
P 2.00 0.27 3.31
O 3.91 -1.82 0.52
O -0.64 1.52 3.28
O -1.27 0.07 5.32
O 0.17 -2.90 -1.29
O -2.98 0.70 3.50
O 0.57 3.87 -4.61
O 2.39 -0.45 4.72
O 4.58 -3.43 1.93
N 0.58 -1.31 1.04
C 1.38 -1.41 2.40
C -2.05 -2.29 3.68
C 0.16 5.16 -5.04
C 1.96 0.92 -1.99
C -0.68 5.16 -6.30
C 0.29 -1.82 3.39
C -0.97 -1.21 1.40
C 2.68 3.80 -5.89
C -4.23 -3.54 3.32
C 2.51 -2.46 2.50
C 1.36 3.13 -5.53
C 1.38 -0.32 -1.30
C -1.55 2.33 -1.84
C 1.34 -0.19 0.22
C -2.66 1.32 -1.58
C -3.59 -2.19 3.66
C 3.76 -2.62 1.62
C -1.81 -0.12 0.73
C -1.10 -1.25 2.98
C 0.68 -4.42 0.90
H -1.76 -3.30 3.40
H -0.12 4.79 -7.16
H 1.23 1.71 -2.14
H 0.40 -0.52 -1.71
H 1.56 -5.06 0.88
H -2.79 -0.27 1.17
H 2.35 -0.33 0.57
H 1.03 5.82 -5.15
H 0.80 2.89 -6.44
H -0.27 -3.74 -1.46
H 2.87 1.28 -1.51
H -3.42 1.68 -0.89
H -3.17 1.08 -2.51
H -1.95 3.21 -2.35
H 0.49 -1.50 4.41
H 2.53 4.74 -6.41
H -1.74 -2.21 4.73
H 3.27 4.00 -5.00
H 3.33 -0.45 4.93
H 0.21 -2.90 3.47
H 2.07 -1.13 -1.56
H -3.07 1.39 2.84
H 2.95 -2.29 3.48
H 2.26 0.60 -2.99
H -1.48 0.88 0.99
H -5.27 -3.57 3.63
H 2.13 -3.47 2.60
H -1.06 2.62 -0.92
H 3.98 -2.38 -0.27
H -0.42 5.55 -4.20
H -0.14 -4.95 0.41
H 0.40 -4.27 1.93
H -0.98 2.39 3.56
H -3.71 -4.36 3.82
H -1.56 4.54 -6.17
H 3.26 3.15 -6.55
H 1.56 2.18 -5.03
H -3.92 -1.47 2.92
H -1.00 6.18 -6.53
H -0.82 1.87 -2.51
H -4.22 -3.71 2.24

Atomic partial charges in e from the Löwdin method, atoms 1 to 4:
1. I 0.95
2. Br 0.97
3. Br 0.94
4. Cl 0.37


[5]
Below is C15H27AlClF7MgN2O21P2RbS2 as an isolated structure in a non-equilibrium geometry, with properties calculated with wB97M-V/def2-TZVPD.

## Properties
Total charge: +1
HOMO-LUMO gap (Ha): 0.0278
Energy (Ha): -5381.1598
Spin multiplicity: 1

CARTESIAN COORDINATES (ANGSTROEM)
Rb -12.04 -2.40 3.56
Cl 9.37 -1.24 -3.61
S 5.02 -2.25 -4.36
S 3.20 -1.59 -2.52
P -6.15 -2.31 2.23
P 0.65 -0.48 2.96
Al 5.15 -1.21 2.46
Mg 4.16 -0.36 -7.32
F 7.35 -2.27 -5.58
F 2.30 -0.45 -0.31
F -2.15 1.83 3.56
F 4.36 -1.09 -0.17
F 6.91 -0.44 -4.56
F 3.83 0.67 -1.30
F 7.50 -2.20 -3.41
O 2.23 -0.88 -3.29
O 10.68 7.14 -7.45
O 1.43 0.01 1.63
O 10.05 6.69 -5.46
O -0.43 0.46 3.39
O 5.03 -3.67 -4.29
O -11.98 1.00 8.41
O -12.42 -0.88 9.47
O -11.82 -0.94 7.30
O -5.65 -3.85 2.21
O 11.48 1.93 -6.27
O -5.29 -1.56 1.08
O 2.80 -2.87 -2.03
O 4.41 -1.69 -5.57
O -7.73 -2.36 1.92
O 11.47 0.25 -4.77
O 1.90 0.22 3.89
O 9.75 1.70 -4.88
O -5.92 -1.78 3.58
O 12.13 6.71 -5.94
O -0.29 -1.52 2.03
N 4.71 -1.48 -3.03
N 10.96 6.85 -6.28
C 10.47 2.84 -6.74
C -9.96 0.53 1.83
C 0.72 0.55 0.51
C -8.48 -1.34 2.65
C -12.07 -0.39 8.38
C 6.78 -1.77 -4.50
C 9.58 2.97 -5.53
C -4.85 0.83 2.68
C -1.28 -2.26 2.75
C -9.79 -1.04 1.86
C 10.95 1.21 -5.27
C -5.43 0.88 1.41
C 3.20 -0.26 3.64
C 3.42 -0.57 -1.01
C -5.88 -0.35 0.61
H -12.24 1.08 9.35
H -1.56 -3.12 2.14
H 0.48 -0.23 -0.20
H -3.77 0.60 2.88
H -6.98 -0.39 0.51
H 9.96 2.39 -7.59
H -8.69 -1.64 3.69
H -0.21 1.01 0.85
H 3.60 0.23 2.73
H -11.01 0.82 1.63
H -9.30 0.90 1.03
H 1.33 1.30 0.03
H 8.54 3.12 -5.80
H -9.64 -1.47 0.85
H -5.46 1.05 3.58
H -5.49 -0.20 -0.42
H 9.90 3.76 -4.86
H -9.59 0.90 2.80
H -7.86 -0.43 2.64
H -5.56 1.85 0.89
H 3.85 0.00 4.49
H 10.91 3.79 -7.04
H -2.16 -1.64 2.91
H -0.90 -2.61 3.70
H -4.76 -3.81 2.60
H 3.19 -1.36 3.52
H -10.69 -1.46 2.35

Atomic partial charges in e from the Löwdin method, atoms 1 to 4:
1. Rb 1.07
2. Cl 0.53
3. S 0.57
4. S 0.58


[6]
Below is C22H34N4OPtSSi as an isolated structure, with properties calculated with wB97M-V/def2-TZVPD.

## Properties
⟨S²⟩: 2.013
HOMO-LUMO gap (spin up / spin down) (Ha): 0.2864 / 0.2390
Relative energy (zero: lowest compared OMol25 entry of this formula, charge and spin) (eV): 1.8920
Energy (Ha): -1959.9903
Spin multiplicity: 3

CARTESIAN COORDINATES (ANGSTROEM)
Pt 0.49 0.03 -0.94
S 0.46 -1.19 -2.98
Si -1.07 2.62 -2.59
O -0.38 1.80 -1.37
N -0.25 0.31 1.16
N 2.00 1.21 -0.03
N 0.99 -2.77 -0.86
N 2.81 -1.62 -1.72
C -2.98 -0.99 -1.05
C -3.48 -1.32 3.35
C 3.14 -2.96 0.25
C 0.88 -2.24 3.29
C 1.46 -1.79 -1.68
C 3.40 2.89 0.48
C 0.35 1.33 1.68
C -2.20 -1.30 3.89
C -3.69 -0.82 2.08
C 3.10 1.86 -0.42
C 0.26 -0.93 3.77
C -0.23 2.39 -4.25
C -2.64 -0.28 1.33
C 3.75 -2.52 -1.07
C -1.36 -0.24 1.89
C 1.54 1.83 1.10
C 1.83 -3.66 -0.06
C -2.94 0.19 -0.07
C -1.13 -0.77 3.18
C 2.39 2.88 1.45
C -0.96 4.43 -2.15
C -2.89 2.23 -2.81
H 2.95 -2.08 0.85
H -0.70 3.03 -5.01
H -4.68 -0.83 1.65
H 1.87 -2.41 3.74
H -3.07 1.17 -3.08
H -3.21 -0.66 -2.07
H 2.02 -4.59 -0.60
H 3.14 -1.01 -2.45
H -3.43 2.43 -1.88
H 0.24 -3.09 3.54
H -2.02 -1.50 -1.08
H 4.24 3.56 0.42
H 0.92 -0.12 3.50
H -3.33 2.85 -3.60
H 3.65 1.57 -1.31
H -0.04 1.82 2.57
H -3.74 -1.72 -0.75
H 3.96 -3.39 -1.70
H -2.02 -1.71 4.88
H 4.69 -1.99 -0.91
H -4.31 -1.73 3.93
H 1.30 -3.91 0.86
H 1.00 -2.21 2.20
H 2.28 3.54 2.30
H 0.17 -0.93 4.86
H -1.57 4.64 -1.26
H -2.19 0.91 -0.40
H 0.06 -3.08 -1.09
H -1.32 5.07 -2.98
H -0.29 1.35 -4.60
H 0.08 4.70 -1.93
H 3.81 -3.63 0.79
H -3.91 0.69 -0.09
H 0.83 2.66 -4.17

Atomic partial charges in e from the natural (NBO) method, atoms 1 to 4:
1. Pt 1.15
2. S -0.17
3. Si 1.92
4. O -1.22


[7]
Below is one molecule with the formula C4H8O2, with properties calculated with wB97M-V/def2-TZVPD.

## Properties
HOMO-LUMO gap (Ha): 0.4182
Relative energy (zero: lowest compared OMol25 entry of this formula, charge and spin) (eV): 0.6377
Energy (Ha): -307.6890
SMILES: CCOC(C)=O
Spin multiplicity: 1

CARTESIAN COORDINATES (ANGSTROEM)
O 0.35 -0.01 0.63
O 1.62 1.60 -0.30
C -0.36 -2.09 -0.23
C 0.67 -0.99 -0.37
C -0.60 2.13 0.51
C 0.61 1.26 0.25
H 1.70 -1.34 -0.26
H -1.36 -1.64 -0.14
H -0.61 2.94 -0.22
H -0.19 -2.71 0.65
H -1.49 1.52 0.42
H -0.58 2.56 1.52
H 0.59 -0.50 -1.34
H -0.35 -2.73 -1.12

Atomic partial charges in e from the natural (NBO) method, atoms 1 to 4:
1. O -0.54
2. O -0.57
3. C -0.63
4. C -0.07


[8]
Below is a 2-piece molecular cluster, C4H7NS3 overall in a non-equilibrium geometry, with properties calculated with wB97M-V/def2-TZVPD.

## Properties
HOMO-LUMO gap (Ha): 0.2642
Relative energy (zero: lowest compared OMol25 entry of this formula, charge and spin) (eV): 6.6704
Energy (Ha): -1405.6784
Spin multiplicity: 1

CARTESIAN COORDINATES (ANGSTROEM)
S -2.76 -1.23 -0.40
S -0.92 2.50 -0.57
S 3.58 -0.07 -0.28
N 1.75 -0.36 -0.71
C 1.19 -0.11 0.40
C -1.18 -0.24 -0.45
C -0.25 -0.15 0.68
C -1.37 0.94 0.38
H -2.15 0.91 1.15
H 0.02 3.00 0.38
H -2.39 -2.65 -0.87
H 1.73 0.36 1.33
H 3.98 -2.02 -1.34
H -0.50 -0.66 1.65
H -0.73 -0.21 -1.34

Atomic partial charges in e from the natural (NBO) method, atoms 1 to 4:
1. S -0.09
2. S -0.03
3. S 0.10
4. N -0.47